1.
Molecular formula: C2H6N2OS
Method: DFT, the ωB97M-V functional and the def2-TZVPD basis

Last column: natural (NBO) charge in e.
Positions of all 12 atoms, in Å:
S1 2.5408 0.0138 0.2978  -0.08
C1 0.7872 0.0683 -0.3982  0.00
C2 -0.1622 -0.9118 0.3650  -0.25
N1 -1.3951 -0.0845 0.5474  -0.47
N2 -0.9058 1.2463 0.6620  -0.17
O1 0.2136 1.3723 -0.3108  -0.42
H1 2.7127 0.9669 -0.5357  0.12
H2 0.9164 -0.2155 -1.3923  0.18
H3 -0.2872 -1.7333 -0.2253  0.20
H4 0.2373 -1.1994 1.2384  0.20
H5 -2.0718 -0.3485 -0.1657  0.35
H6 -1.6392 1.8515 0.3101  0.35

- total energy (Eh) = -662.61576
- gap between HOMO and LUMO (Eh) = 0.360
- structure (SMILES) = S[C@H]1CNNO1

***

2.
Molecular formula: C2H6N2OS
Method: DFT, the ωB97M-V functional and the def2-TZVPD basis

Last column: natural (NBO) charge in e.
Positions of all 12 atoms, in Å:
C1 -0.7871 -0.8092 -1.0114  -0.45
N1 -0.8684 -0.3219 0.3482  -0.14
O1 -1.2068 -1.2830 1.2859  -0.54
C2 0.0672 0.5705 0.7282  0.24
N2 0.6398 1.2850 -0.1746  -0.64
S1 1.7515 2.5821 0.3182  0.11
H1 -1.6008 -1.5586 -1.2110  0.22
H2 -0.8885 0.0710 -1.6398  0.24
H3 0.2668 -1.2698 -1.3691  0.19
H4 -0.4198 -1.7515 1.5626  0.45
H5 0.1849 0.5535 1.8621  0.18
H6 2.8614 1.9319 -0.6993  0.15

- total energy (Eh) = -662.60653
- gap between HOMO and LUMO (Eh) = 0.326
- structure (SMILES) = CN(O)/C=N/S

***

3.
Molecular formula: C2H6N2S
Method: DFT, the ωB97M-V functional and the def2-TZVPD basis

Last column: natural (NBO) charge in e.
Positions of all 11 atoms, in Å:
C1 -1.8884 0.7224 -0.0394  -0.73
C2 1.5583 -0.7494 -0.1562  0.23
H1 -1.5215 1.1917 0.9733  0.23
H2 -1.2880 1.1390 -0.8475  0.22
H3 -3.0309 0.5965 -0.4337  0.25
H4 0.2332 0.3032 1.6036  0.28
H5 1.2611 -1.4303 -1.1309  0.19
H6 3.0393 0.0774 -0.7722  0.34
N1 0.3566 -0.9063 0.5345  -0.76
N2 2.5196 0.1773 0.1920  -0.67
S1 -1.2393 -1.1216 0.0764  0.42

- total energy (Eh) = -587.30124
- gap between HOMO and LUMO (Eh) = 0.308

***

4.
Molecular formula: C2H6N2S
Method: DFT, the ωB97M-V functional and the def2-TZVPD basis

Last column: natural (NBO) charge in e.
Positions of all 11 atoms, in Å:
C1 -0.2386 1.5488 0.1458  -0.43
N1 -0.3174 0.3610 -0.7564  -0.45
N2 0.6119 -0.5691 -0.3889  -0.41
C2 0.2759 -1.7088 0.2334  -0.12
S1 -1.1274 -2.2966 0.7834  -0.16
H1 -1.1765 2.0695 0.1383  0.21
H2 0.4672 2.2829 -0.2111  0.19
H3 0.0364 1.2484 1.1549  0.19
H4 -1.2011 -0.1595 -0.5947  0.37
H5 1.5073 -0.3918 -0.8612  0.40
H6 1.1623 -2.3848 0.3565  0.20

- total energy (Eh) = -587.45122
- gap between HOMO and LUMO (Eh) = 0.348
- structure (SMILES) = CNNC=S

***

5.
Molecular formula: C2H6N2S
Method: DFT, the ωB97M-V functional and the def2-TZVPD basis

Last column: natural (NBO) charge in e.
Positions of all 11 atoms, in Å:
H1 -1.6905 0.9830 1.2970  0.35
N1 -1.6236 0.6760 0.3196  -0.72
C1 -0.5901 -0.0168 -0.0043  0.45
N2 -0.6412 -0.8418 -1.1372  -0.83
C2 0.7277 -0.2766 0.7011  -0.61
S1 2.0337 0.6100 -0.1193  0.00
H2 0.0407 -0.9685 -1.8499  0.39
H3 -1.4662 -0.6041 -1.6026  0.38
H4 0.8678 -1.3097 0.4651  0.24
H5 0.7408 -0.0653 1.7832  0.23
H6 1.6010 1.8138 0.1473  0.12

- total energy (Eh) = -587.48379
- gap between HOMO and LUMO (Eh) = 0.374
- structure (SMILES) = [H]/N=C(/N)CS

***

6.
Molecular formula: C2H6N2S2
Method: DFT, the ωB97M-V functional and the def2-TZVPD basis

Last column: natural (NBO) charge in e.
Positions of all 12 atoms, in Å:
H1 0.9266 0.0576 1.8039  0.36
N1 0.9320 -0.4668 0.9115  -0.65
C1 0.1526 -0.0509 0.0221  0.33
C2 -0.6522 1.1149 0.0781  -0.60
S1 -1.4277 1.5233 1.7718  -0.07
N2 0.0299 -0.9460 -1.1139  -0.76
S2 1.5192 -1.6047 -1.5995  0.18
H2 0.0566 2.2426 0.1388  0.27
H3 -1.4256 1.5966 -0.8451  0.26
H4 -1.0833 -0.0569 2.1440  0.17
H5 -0.4057 -0.4542 -2.0660  0.39
H6 1.3777 -2.9556 -1.2456  0.12

- total energy (Eh) = -985.54060
- gap between HOMO and LUMO (Eh) = 0.343
- structure (SMILES) = [H]/N=C(\CS)NS

***

Q: Which ΔE to the lowest compared entry with this formula, charge and spin values were calculated for the entries above? A: 396.7, 421.0, 532.4, 138.6, 53.1, 375.2, in kJ/mol.